Record 1
Below is C32H22Cl4F5N7O5SSeTc as an isolated structure at a distorted geometry, with properties calculated with ωB97M-V with the def2-TZVPD basis set.

```
! wB97M-V def2-TZVPD RIJCOSX def2/J DEFGRID3
* xyz 0 4
Tc 0.468 0.334 -1.812
O -0.691 -0.193 -0.120
C -1.542 -1.325 -0.163
C -1.306 -1.959 -1.623
O -2.020 -2.888 -1.958
O -0.364 -1.436 -2.344
C -1.033 -2.371 0.878
C -0.310 -2.039 2.008
C 0.404 -3.029 2.664
C 0.381 -4.362 2.224
C -0.567 -4.695 1.278
C -1.282 -3.727 0.635
C -3.002 -0.885 0.111
C -4.063 -1.709 -0.211
C -5.362 -1.323 0.035
C -5.625 -0.135 0.662
C -4.580 0.701 1.053
C -3.279 0.328 0.723
H -0.525 0.261 0.757
H -0.263 -1.029 2.426
H 1.033 -2.803 3.518
H 0.950 -5.140 2.763
H -0.812 -5.723 1.013
H -2.024 -4.019 -0.115
H -3.881 -2.693 -0.569
H -6.190 -1.957 -0.346
H -6.696 0.118 0.887
H -4.759 1.598 1.617
H -2.518 1.082 0.960
Cl 5.166 4.598 -4.208
C 3.976 3.821 -3.168
C 3.450 4.498 -2.060
Cl 4.180 5.993 -1.570
C 2.343 3.981 -1.391
Cl 1.521 4.895 -0.204
C 1.877 2.712 -1.690
O 0.956 2.118 -0.981
C 2.450 1.977 -2.846
O 2.005 0.762 -3.110
C 3.552 2.531 -3.497
Cl 4.165 1.648 -4.809
F 0.497 -1.013 -8.164
C 0.038 -0.431 -7.024
C 0.399 0.863 -6.719
F 1.098 1.578 -7.613
C 0.090 1.408 -5.483
F 0.710 2.558 -5.142
C -0.776 0.725 -4.602
S -1.148 1.392 -2.994
C -1.423 -0.423 -5.093
F -2.475 -0.949 -4.470
C -0.999 -0.991 -6.297
F -1.615 -2.089 -6.734
C -2.416 2.305 4.938
N -1.025 1.795 5.208
C -0.558 1.439 6.491
C 0.716 1.061 6.381
N 1.094 1.152 5.008
C 2.447 0.907 4.416
C 0.015 1.653 4.333
Se -0.067 1.982 2.504
H -3.126 1.946 5.692
H -2.715 1.943 3.913
H -2.342 3.395 5.068
H -1.227 1.548 7.324
H 1.458 0.838 7.181
H 3.245 1.495 4.842
H 2.358 1.121 3.364
H 2.657 -0.213 4.553
N 3.862 -3.333 0.704
N 3.269 -2.070 0.295
N 3.896 -0.906 0.318
C 3.045 -0.121 -0.359
N 1.942 -0.760 -0.711
N 2.017 -2.034 -0.376
H 4.509 -3.220 1.506
H 3.101 -3.998 0.853
H 3.264 0.935 -0.526
*
```

Summary:
* energy above the lowest of the compared OMol25 structures with the same formula, charge and spin: 0.0 kcal per mole

---

Record 2
Below is C48H48N2O5RuSe as an isolated structure at a distorted geometry, with properties calculated with ωB97M-V with the def2-TZVPD basis set.

```
! wB97M-V def2-TZVPD RIJCOSX def2/J DEFGRID3
* xyz 1 6
Ru 0.265 1.786 0.136
C -2.196 2.615 3.771
C -1.396 3.086 2.599
C 0.001 3.129 2.652
C 0.740 3.749 1.636
C 0.077 4.272 0.513
C -1.316 4.159 0.426
C -2.037 3.584 1.464
H -2.605 3.485 4.286
H -1.581 2.062 4.475
H -3.028 1.992 3.455
H 0.513 2.773 3.538
H 1.803 3.922 1.774
H 0.618 4.870 -0.212
H -1.837 4.588 -0.419
H -3.116 3.555 1.413
C -2.226 -4.783 0.753
C -1.267 -3.878 -0.020
C -0.678 -4.596 -1.240
O -0.238 -3.414 0.844
C -0.211 -2.014 0.880
C -1.238 -1.578 -0.188
O -1.977 -2.734 -0.451
C -2.212 -0.432 0.266
O -1.536 0.727 0.386
C -3.334 -0.163 -0.753
C -4.180 0.894 -0.437
C -5.197 1.260 -1.297
C -5.373 0.575 -2.489
C -4.541 -0.488 -2.796
C -3.515 -0.855 -1.939
C -2.854 -0.878 1.584
C -3.961 -1.714 1.594
C -4.442 -2.203 2.797
C -3.829 -1.851 3.990
C -2.743 -0.994 3.983
C -2.253 -0.508 2.782
C 1.259 -1.459 0.704
O 1.292 -0.098 0.733
C 1.811 -2.000 -0.612
C 2.033 -1.136 -1.675
C 2.596 -1.612 -2.847
C 2.914 -2.954 -2.973
C 2.664 -3.822 -1.922
C 2.115 -3.349 -0.743
C 2.122 -1.863 1.909
C 1.717 -1.424 3.168
C 2.525 -1.601 4.276
C 3.766 -2.202 4.145
C 4.186 -2.622 2.896
C 3.386 -2.431 1.779
H -1.717 -5.696 1.042
H -3.076 -5.021 0.121
H -2.575 -4.261 1.641
H -0.078 -5.442 -0.925
H -0.054 -3.910 -1.808
H -1.490 -4.945 -1.871
H -0.541 -1.683 1.875
H -0.704 -1.233 -1.094
H -4.037 1.417 0.497
H -5.852 2.077 -1.032
H -6.158 0.865 -3.171
H -4.686 -1.047 -3.708
H -2.897 -1.702 -2.187
H -4.436 -1.979 0.662
H -5.293 -2.869 2.807
H -4.204 -2.230 4.928
H -2.273 -0.718 4.916
H -1.407 0.167 2.746
H 1.762 -0.085 -1.568
H 2.795 -0.932 -3.662
H 3.359 -3.324 -3.883
H 2.893 -4.872 -2.013
H 1.912 -4.021 0.076
H 0.771 -0.915 3.280
H 2.191 -1.250 5.240
H 4.404 -2.318 5.007
H 5.155 -3.081 2.783
H 3.772 -2.718 0.812
Se 3.574 0.736 0.827
N 2.754 2.085 0.009
C 3.667 2.881 -0.552
C 3.433 4.080 -1.253
C 4.496 4.763 -1.773
C 5.819 4.282 -1.652
C 6.089 3.124 -0.982
C 5.024 2.413 -0.395
N 5.138 1.303 0.324
H 2.422 4.443 -1.363
H 4.331 5.700 -2.284
H 6.619 4.847 -2.106
H 7.088 2.734 -0.876
C -0.369 0.907 -4.199
C 0.447 2.128 -4.619
C 1.016 2.588 -3.281
O 0.042 2.250 -2.285
C -0.930 1.362 -2.856
H 0.283 0.042 -4.069
H -1.155 0.656 -4.905
H -0.211 2.892 -5.035
H 1.228 1.897 -5.340
H 1.182 3.667 -3.242
H 1.958 2.075 -3.051
H -1.873 1.912 -2.978
H -1.094 0.534 -2.161
*
```

---

Record 3
Below is one molecule with the formula C7H7NO at a distorted geometry, with properties calculated with ωB97M-V with the def2-TZVPD basis set.

```
! wB97M-V def2-TZVPD RIJCOSX def2/J DEFGRID3
* xyz 0 1
C -3.170 -0.225 -0.190
C 1.782 -1.456 0.096
C 0.462 -1.140 0.164
C 2.523 -0.172 -0.234
C -0.928 1.074 -0.001
C -2.493 0.962 -0.145
C 0.283 0.199 -0.154
N -3.812 -1.150 -0.374
O 1.498 0.794 -0.413
H 2.514 -2.238 0.259
H -0.402 -1.629 0.246
H 3.164 0.143 0.625
H 3.011 -0.269 -1.239
H -0.718 2.206 -0.202
H -0.766 1.025 1.172
H -2.947 1.878 0.391
*
```

Summary:
* energy above the lowest of the compared OMol25 structures with the same formula, charge and spin: 108.4 kcal per mole

---

Record 4
Below is one molecule with the formula C5H10N2O2, with properties calculated with ωB97M-V with the def2-TZVPD basis set.

```
! wB97M-V def2-TZVPD RIJCOSX def2/J DEFGRID3
* xyz 0 1
C -1.277 -0.645 -0.147
C -0.482 0.637 -0.114
C -1.935 -1.099 -1.392
C 1.666 1.693 0.162
N 0.886 0.486 0.382
N -0.756 -1.775 -0.897
C 1.184 -0.176 1.572
O 0.706 -1.419 1.695
O 1.903 0.295 2.411
H 0.276 -1.763 0.897
H 0.084 -1.552 -1.425
H -1.753 -0.922 0.789
H -1.020 1.385 0.486
H -0.390 1.031 -1.133
H -2.852 -1.670 -1.316
H -1.860 -0.485 -2.281
H 2.657 1.545 0.587
H 1.214 2.565 0.639
H 1.748 1.867 -0.914
*
```

Summary:
* energy above the lowest of the compared OMol25 structures with the same formula, charge and spin: 42.8 kcal per mole
* SMILES string: CN(C[C@H]1CN1)C(=O)O

---

Record 5
Below is C30H75F4KN2O28P5S4 as an isolated structure at a distorted geometry, with properties calculated with ωB97M-V with the def2-TZVPD basis set.

```
! wB97M-V def2-TZVPD RIJCOSX def2/J DEFGRID3
* xyz -1 1
K -2.971 -3.649 -0.951
N -0.676 -2.378 -1.722
S 0.165 -3.191 -2.725
O 0.127 -4.656 -2.655
O 1.305 -2.618 -3.428
F -0.944 -3.009 -3.913
S 0.679 -1.717 -0.873
O 1.211 -0.510 -1.560
O 1.566 -2.530 -0.030
F -0.205 -0.933 0.296
N -4.346 -1.316 -0.588
S -4.399 -0.901 1.125
O -4.691 -1.987 2.045
O -4.923 0.417 1.456
F -2.822 -0.649 1.242
S -5.688 -0.758 -0.922
O -5.781 0.615 -1.408
O -6.899 -1.316 -0.219
F -5.728 -1.662 -2.325
C 6.041 1.430 -1.103
C 6.219 2.474 -2.175
O 5.421 2.358 -3.345
P 5.975 1.503 -4.588
O 7.290 0.827 -4.505
O 4.766 0.458 -4.898
C 3.420 0.402 -4.408
C 2.781 1.637 -4.910
O 5.852 2.486 -5.882
C 5.805 1.997 -7.234
C 4.993 2.897 -8.091
H 5.931 0.505 -1.670
H 6.915 1.225 -0.484
H 5.131 1.632 -0.538
H 5.993 3.438 -1.718
H 7.270 2.468 -2.464
H 2.901 -0.505 -4.718
H 3.427 0.285 -3.324
H 1.851 1.853 -4.383
H 3.416 2.509 -4.760
H 2.492 1.434 -5.942
H 6.757 1.716 -7.685
H 5.250 1.061 -7.293
H 5.643 3.643 -8.549
H 4.679 2.305 -8.950
H 4.145 3.247 -7.503
C 0.178 -0.853 3.985
C 1.125 -1.147 5.175
O 0.436 -1.484 6.414
P -0.318 -0.320 7.254
O -0.198 1.040 6.582
O -1.896 -0.879 7.444
C -3.040 -0.293 6.784
C -3.211 -1.157 5.506
O 0.348 -0.560 8.730
C 0.940 0.491 9.439
C -0.179 1.450 9.931
H -0.563 -1.651 3.938
H -0.387 0.050 4.220
H 0.777 -0.809 3.075
H 1.824 -1.941 4.913
H 1.721 -0.252 5.349
H -3.856 -0.246 7.505
H -2.805 0.700 6.403
H -2.830 -0.670 4.609
H -2.702 -2.119 5.573
H -4.264 -1.392 5.347
H 1.444 0.147 10.342
H 1.756 1.018 8.944
H 0.192 2.216 10.612
H -0.553 1.862 8.994
H -0.974 0.934 10.469
C 2.716 0.212 1.348
C 2.887 1.236 2.432
O 2.118 2.422 2.269
P 2.867 3.677 1.574
O 2.081 4.957 1.556
O 3.314 3.185 0.065
C 2.246 3.298 -0.939
C 2.595 4.328 -2.023
O 4.329 3.837 2.348
C 5.092 5.059 2.292
C 6.198 4.838 1.270
H 1.652 0.017 1.216
H 3.004 0.670 0.402
H 3.383 -0.650 1.310
H 2.522 0.746 3.335
H 3.960 1.391 2.541
H 2.095 2.324 -1.404
H 1.257 3.587 -0.584
H 2.527 5.296 -1.525
H 3.600 4.136 -2.398
H 1.909 4.292 -2.870
H 4.390 5.819 1.950
H 5.461 5.303 3.288
H 6.954 5.621 1.328
H 6.703 3.897 1.483
H 5.792 4.928 0.262
C -5.855 -7.862 -4.913
C -4.711 -7.080 -4.218
O -4.615 -7.538 -2.929
P -4.069 -6.599 -1.759
O -4.929 -5.414 -1.495
O -2.616 -6.293 -2.273
C -1.561 -7.230 -2.348
C -0.769 -7.342 -1.059
O -3.768 -7.657 -0.581
C -4.781 -8.427 -0.013
C -4.433 -9.920 0.137
H -5.779 -8.876 -4.520
H -6.813 -7.401 -4.672
H -5.865 -7.871 -6.002
H -3.799 -7.250 -4.790
H -5.003 -6.047 -4.408
H -1.978 -8.223 -2.518
H -0.948 -6.992 -3.217
H -1.434 -7.212 -0.206
H -0.112 -8.205 -0.952
H -0.078 -6.513 -0.906
H -4.964 -8.003 0.974
H -5.714 -8.252 -0.549
H -5.363 -10.466 0.300
H -4.135 -10.353 -0.818
H -3.751 -10.125 0.962
C -5.663 4.012 0.806
C -5.156 4.064 -0.645
O -3.845 4.760 -0.782
P -2.344 4.107 -0.592
O -2.047 2.908 -1.473
O -1.405 5.423 -0.879
C -1.107 5.723 -2.191
C -0.528 7.141 -2.172
O -2.194 3.933 1.032
C -1.051 3.347 1.660
C -0.844 1.885 1.303
H -5.099 3.198 1.263
H -5.683 4.965 1.335
H -6.692 3.660 0.732
H -5.200 3.056 -1.057
H -5.840 4.595 -1.307
H -0.394 4.967 -2.521
H -1.998 5.782 -2.816
H -0.080 7.517 -3.092
H -1.342 7.817 -1.909
H 0.159 7.157 -1.326
H -0.145 3.843 1.314
H -1.140 3.543 2.729
H -1.847 1.465 1.374
H -0.517 1.810 0.265
H -0.118 1.375 1.937
*
```

Summary:
* energy above the lowest of the compared OMol25 structures with the same formula, charge and spin: 114.4 kcal per mole

---

Record 6
Below is one molecule with the formula C6H9N, with properties calculated with ωB97M-V with the def2-TZVPD basis set.

```
! wB97M-V def2-TZVPD RIJCOSX def2/J DEFGRID3
* xyz 0 1
C -0.645 1.792 -0.069
C -0.579 0.313 -0.260
C 0.549 -0.347 -0.999
C 1.874 -0.373 -0.364
C 2.974 -0.364 0.127
C -1.131 -1.535 1.008
N -1.516 -0.450 0.323
H 0.132 2.295 -0.652
H -0.466 2.052 0.988
H -1.629 2.205 -0.343
H 0.665 0.179 -1.963
H 0.240 -1.380 -1.219
H 3.949 -0.359 0.559
H -1.713 -2.444 1.027
H -0.207 -1.432 1.556
H -2.497 -0.152 0.280
*
```

Summary:
* energy above the lowest of the compared OMol25 structures with the same formula, charge and spin: 109.8 kcal per mole

---

Record 7
Below is one molecule with the formula C3H6N2O3 at a distorted geometry, with properties calculated with ωB97M-V with the def2-TZVPD basis set.

```
! wB97M-V def2-TZVPD RIJCOSX def2/J DEFGRID3
* xyz 0 1
C 0.913 0.370 0.092
C -0.311 -0.332 0.787
C -1.506 0.171 -0.012
H 2.650 -0.423 -1.048
H 1.280 -1.481 -0.782
H 2.083 1.857 -0.200
H -0.361 -0.019 1.801
H -0.990 -2.017 0.179
H -2.556 1.716 -0.445
N 1.638 -0.535 -0.780
N 1.290 1.553 0.347
O -0.162 -1.741 0.657
O -1.743 1.476 0.058
O -2.223 -0.595 -0.655
*
```

Summary:
* energy above the lowest of the compared OMol25 structures with the same formula, charge and spin: 30.7 kcal per mole
* SMILES string: [H]/N=C(\N)[C@H](O)C(=O)O

---

Record 8
Below is a 9-piece molecular cluster, C9H35BF4N11O8 overall at a distorted geometry, with properties calculated with ωB97M-V with the def2-TZVPD basis set.

```
! wB97M-V def2-TZVPD RIJCOSX def2/J DEFGRID3
* xyz -1 1
B -15.436 21.720 -1.009
F -16.710 21.384 -0.899
F -15.026 23.005 -0.658
F -14.639 20.827 -0.374
F -15.253 21.705 -2.349
C -16.583 19.414 -7.521
O -16.582 20.533 -7.884
N -17.047 18.396 -8.194
N -16.314 19.072 -6.279
H -16.889 17.440 -7.906
H -17.275 18.566 -9.163
H -16.105 19.831 -5.647
H -16.333 18.090 -6.045
C -12.108 21.805 4.311
O -11.496 21.931 5.302
N -12.833 22.745 3.786
N -12.358 20.695 3.738
H -13.188 22.499 2.873
H -12.604 23.705 4.000
H -11.762 19.923 4.000
H -12.916 20.713 2.897
C -15.627 26.322 -6.939
O -15.384 27.542 -6.965
N -15.933 25.685 -5.801
N -15.703 25.517 -7.969
H -16.447 24.817 -5.848
H -16.114 26.261 -4.991
H -15.714 24.510 -7.888
H -15.808 25.940 -8.880
C -21.160 21.510 -4.219
O -21.965 21.295 -5.087
N -20.009 22.229 -4.337
N -21.253 21.114 -2.983
H -19.615 22.514 -5.223
H -19.384 22.183 -3.545
H -20.642 21.336 -2.211
H -22.033 20.501 -2.794
C -17.696 15.750 -1.213
O -17.763 14.519 -1.288
N -16.544 16.439 -1.132
N -18.684 16.589 -1.223
H -15.831 15.735 -0.999
H -16.405 17.424 -0.960
H -19.596 16.192 -1.399
H -18.493 17.576 -1.324
C -20.288 24.442 2.709
C -19.803 25.407 3.775
C -18.702 24.822 4.656
O -18.367 25.710 5.777
C -17.681 25.019 6.771
N -19.434 26.653 3.120
H -19.557 23.756 2.282
H -20.758 25.009 1.905
H -21.049 23.794 3.145
H -20.627 25.736 4.409
H -17.798 24.566 4.103
H -19.218 23.941 5.038
H -17.275 25.755 7.464
H -16.832 24.482 6.346
H -18.384 24.326 7.234
H -18.755 26.333 2.444
H -18.927 27.198 3.803
O -16.178 27.505 -0.482
H -15.537 26.810 -0.628
H -15.655 28.304 -0.419
O -11.400 21.056 -3.750
H -12.238 21.105 -3.290
H -10.755 21.345 -3.104
*
```

---

| no. | electronic energy (a.u.) |
| --- | --- |
| 1 | -7212.5479 |
| 2 | -4839.5847 |
| 3 | -400.7380 |
| 4 | -456.4861 |
| 5 | -7703.7266 |
| 6 | -288.6070 |
| 7 | -453.1521 |
| 8 | -1992.8807 |